{
  "formula": "C26H57FNO12S4",
  "method": "ωB97M-V/def2-TZVPD",
  "total_charge": 1,
  "energy_ha": -3674.84757,
  "e_homo_ha": -0.4524,
  "orbital_gap_ev": 9.540,
  "de_lowest_kj_mol": 0.0,
  "fmax_ev_per_a": 2.859,
  "species": ["H", "F", "H", "S", "H", "O", "C", "H", "H", "S", "H", "H", "H", "H", "H", "O", "C", "O", "H", "C", "H", "O", "O", "H", "H", "C", "O", "C", "O", "H", "H", "H", "C", "C", "O", "C", "H", "H", "H", "H", "H", "S", "H", "H", "H", "C", "H", "N", "H", "C", "O", "H", "H", "C", "H", "H", "H", "C", "C", "H", "H", "H", "H", "C", "C", "C", "C", "H", "H", "O", "H", "C", "H", "H", "C", "H", "H", "C", "H", "C", "O", "H", "H", "H", "O", "H", "H", "H", "H", "H", "C", "C", "H", "C", "C", "H", "H", "H", "S", "H", "C"],
  "positions_angstrom": [[-0.0669, 1.0562, 3.8465], [-0.0850, 3.2551, -0.5691], [-6.9397, -0.5859, -2.2963], [3.3540, -6.5077, 0.4180], [6.5035, 4.1476, -0.5323], [-8.2716, 1.0555, -4.0855], [-11.3172, 0.9603, -5.1693], [-7.5513, -1.6560, -3.6134], [-6.7492, -0.4100, 1.3637], [-4.5050, 0.2595, -0.1175], [7.0410, -0.1665, -1.7601], [4.6393, -2.7813, 1.2203], [-4.3823, -1.0596, -2.0643], [1.0925, 4.4089, 1.9020], [6.0991, 2.2722, -2.5048], [4.6520, -7.3843, 0.6451], [-6.9815, 0.4233, 0.7010], [-3.9510, 1.5207, 0.2849], [2.7751, -9.2832, 1.5376], [4.8635, -1.7432, 0.9703], [1.4164, 0.4566, -1.2804], [-4.2630, -0.8728, 0.7291], [5.1358, -0.3162, -0.9592], [3.9993, -10.1885, 2.4388], [5.8420, -1.4720, 1.3694], [1.5219, 2.5046, 1.0197], [3.0701, -5.7861, 1.6280], [5.6269, 3.8939, -1.1425], [-9.3844, 0.8006, -1.9009], [-4.3120, 0.6997, -2.4198], [7.6174, 1.8856, -0.7166], [2.2450, 0.7838, 5.7003], [0.8428, 1.2611, 3.2681], [0.3962, 2.0115, 2.0059], [-6.0363, 0.3851, -0.4214], [4.6713, -8.2713, 1.7965], [-8.2682, -1.7415, -1.9712], [1.2820, 0.2818, 3.0271], [-1.1809, 0.5407, 2.0094], [-7.9371, 0.2347, 0.2172], [4.1246, -10.0270, 0.6784], [-8.8958, 0.2096, -3.1145], [0.7848, -0.2671, 0.7947], [1.7845, 2.7300, -1.1208], [5.7254, -8.5148, 1.9083], [-11.3309, 0.0108, -3.9940], [3.1899, -4.7582, -1.0835], [0.0297, 0.2318, 0.3137], [1.4491, 3.0671, 4.2864], [-0.6553, 1.1574, 1.2773], [-10.0455, -0.6410, -3.7775], [-7.7932, 1.7574, 2.1386], [4.3925, -5.9609, -1.6218], [0.5721, 1.0030, -0.8549], [-12.0080, -0.8230, -4.1623], [-10.6817, 1.8240, -4.9829], [5.6850, 4.4775, -2.0642], [-3.9766, -0.0981, -1.7611], [3.8366, -9.5156, 1.5964], [4.3579, -7.7030, 2.6726], [-2.8894, -0.1370, -1.7445], [5.2492, 3.6908, 1.4737], [6.3519, 1.7791, 0.5037], [5.6888, 2.3935, -1.4946], [1.9015, 4.0030, 1.2903], [4.5125, 4.4266, 1.1285], [3.2248, 4.3361, 1.9939], [-12.3338, 1.3101, -5.3495], [-11.6232, 0.5053, -3.0676], [2.3165, -7.3017, -0.1641], [4.6820, 1.9674, -1.5213], [6.5769, 1.5756, -0.5509], [-6.0455, 1.9377, 1.9364], [3.5682, 3.5764, -0.6194], [-7.8004, -1.1004, -2.7135], [6.9917, -0.4861, -0.0241], [-0.2124, 1.0721, -1.6101], [-6.9816, 1.7545, 1.4112], [3.3835, 3.6477, 2.8297], [4.3481, 4.3064, -0.3904], [1.6169, 1.5036, 5.5522], [3.6482, 1.8545, 1.9613], [-0.1423, 2.8966, 2.3549], [-10.9557, 0.4571, -6.0657], [4.3641, -2.3547, -1.2548], [2.8019, 1.9801, 3.9245], [4.1280, -1.0904, 1.4484], [-0.6353, -0.4678, -0.0207], [3.0758, 5.3103, 2.4701], [-1.3819, 1.7346, 0.7052], [1.7522, 2.0153, 4.2385], [4.0088, -5.4013, -0.7729], [4.0220, 5.2748, -0.7887], [4.7916, -1.5547, -0.5190], [6.5205, 0.0839, -0.8292], [1.8540, 4.5544, 0.3472], [4.7927, -4.8151, -0.3049], [-7.1464, 2.5648, 0.7021], [2.9545, 1.3578, 0.9352], [4.9678, 5.4028, 1.3256], [1.0035, 2.4035, -0.4295]],
  "forces_ev_per_angstrom": [[0.1, 0.0, -0.1], [0.0, 0.0, 0.0], [0.1, -0.2, 0.0], [0.0, 0.0, 0.2], [-0.1, 0.1, -0.2], [0.0, 0.0, 0.0], [0.1, 0.0, 0.0], [0.0, 0.0, 0.0], [0.1, 0.0, 0.0], [0.0, -0.1, 0.0], [-0.2, 0.0, 0.0], [0.0, 0.1, 0.0], [0.0, 0.0, 0.0], [0.1, 0.0, -0.1], [-0.1, 0.0, 0.1], [-0.1, 0.0, -0.1], [-0.2, -0.1, 0.1], [0.1, 0.0, -0.1], [0.0, 0.0, 0.0], [0.2, -0.2, 0.3], [-0.1, 0.0, 0.1], [0.1, 0.0, 0.0], [0.4, 0.2, -0.2], [0.0, 0.0, 0.0], [-0.1, 0.0, 0.0], [-0.1, 0.1, -0.1], [0.0, 0.1, 0.0], [-0.1, -0.2, 0.1], [0.0, 0.0, 0.0], [0.0, 0.0, 0.0], [-0.1, 0.0, 0.2], [-0.2, 0.2, -0.1], [-0.1, -0.1, 0.2], [0.1, -0.1, -0.1], [0.1, 0.1, 0.0], [0.1, -0.1, 0.2], [0.0, 0.0, 0.0], [0.0, 0.1, 0.0], [-0.1, 0.0, -0.2], [0.0, 0.0, 0.0], [0.0, 0.0, 0.0], [0.0, 0.0, 0.0], [0.0, 0.1, 0.0], [-0.1, 0.1, 0.0], [0.0, 0.0, 0.0], [-0.2, 0.0, 0.0], [0.0, 0.0, 0.0], [-0.2, -0.1, -0.2], [0.0, -0.1, 0.0], [0.0, 0.0, 0.5], [0.1, 0.0, -0.1], [0.0, 0.0, 0.0], [0.0, 0.0, 0.0], [0.3, 0.0, -0.1], [0.0, 0.0, 0.0], [0.0, 0.0, 0.0], [0.1, 0.0, 0.1], [-0.1, 0.0, 0.0], [0.0, 0.0, -0.1], [0.0, 0.0, 0.0], [0.0, 0.0, 0.0], [-0.2, 0.0, -0.1], [-0.1, 0.0, -0.1], [0.2, 0.0, -0.1], [0.0, -0.1, 0.0], [0.1, 0.0, 0.0], [0.0, 0.1, 0.0], [0.0, 0.0, 0.0], [0.1, 0.0, 0.0], [0.0, 0.0, 0.0], [0.1, 0.1, 0.0], [0.2, 0.0, -0.1], [0.0, 0.0, 0.0], [0.1, 0.1, -0.1], [-0.1, 0.0, 0.0], [0.0, 0.1, -0.1], [0.0, 0.1, 0.1], [0.1, 0.0, -0.1], [0.0, 0.1, -0.1], [0.0, 0.2, -0.1], [0.2, -0.2, 0.0], [0.0, -0.1, 0.1], [0.0, 0.0, -0.2], [0.0, 0.0, 0.0], [-1.2, -1.8, -1.8], [-0.1, 0.0, 0.0], [0.1, -0.1, -0.1], [0.1, 0.0, 0.1], [-0.1, -0.1, -0.1], [0.1, -0.1, 0.1], [0.1, 0.0, 0.0], [0.1, -0.1, -0.1], [-0.2, -0.2, 0.1], [0.9, 1.6, 1.8], [-0.2, 0.1, 0.1], [0.0, -0.1, 0.1], [0.0, 0.0, 0.0], [0.0, 0.0, 0.0], [0.0, 0.0, 0.0], [0.1, -0.2, 0.0], [0.0, 0.0, 0.0]]
}